# 1
{
  "formula": "C4H9NO2",
  "method": "ωB97M-V with the def2-TZVPD basis set",
  "symbols": ["N", "C", "O", "C", "C", "C", "O", "H", "H", "H", "H", "H", "H", "H", "H", "H"],
  "positions_angstrom": [[-1.99255, -0.11140, 0.06934], [-1.37662, 0.50966, 1.10663], [-1.96295, 0.82968, 2.13029], [0.11173, 0.80323, 0.91666], [0.98239, -0.39351, 0.48098], [1.32147, -0.43395, -1.00165], [0.12599, -0.50478, -1.77064], [-2.97368, -0.32044, 0.16406], [-1.48746, -0.35105, -0.77537], [0.21075, 1.62361, 0.19205], [0.44429, 1.18866, 1.88297], [1.94091, -0.35950, 1.01348], [0.50300, -1.33720, 0.77016], [1.89071, 0.46822, -1.27302], [1.95376, -1.30978, -1.20790], [0.32169, -0.26307, -2.68219]],
  "atomic_forces_ev_per_a": [[-0.1, 0.0, 0.1], [-0.1, 0.1, 0.1], [0.2, -0.1, -0.3], [0.0, 0.1, 0.1], [0.0, -0.1, 0.0], [0.3, 0.0, 0.2], [0.0, 0.0, -0.3], [0.1, 0.0, 0.0], [-0.1, 0.1, 0.2], [0.0, -0.1, 0.1], [0.0, -0.1, -0.1], [-0.2, 0.0, -0.1], [0.1, 0.1, -0.1], [-0.1, -0.1, 0.1], [-0.1, 0.1, 0.0], [0.0, -0.1, 0.1]],
  "nbo_charge": [-0.842, 0.674, -0.627, -0.508, -0.423, -0.057, -0.751, 0.398, 0.424, 0.221, 0.239, 0.220, 0.217, 0.162, 0.169, 0.483],
  "smiles": "NC(=O)CCCO",
  "e_above_lowest_kj_mol": 51.9
}

# 2
{
  "formula": "H10O5",
  "method": "ωB97M-V with the def2-TZVPD basis set",
  "symbols": ["O", "H", "H", "O", "H", "H", "O", "H", "H", "O", "H", "H", "O", "H", "H"],
  "positions_angstrom": [[22.22334, -6.63766, -20.28595], [23.14311, -6.45642, -20.47938], [22.24511, -7.40412, -19.71298], [17.08596, -6.32503, -22.01900], [17.81250, -6.90407, -21.78859], [17.47963, -5.45392, -22.06817], [20.34680, -3.12668, -22.49428], [20.71746, -4.00076, -22.37246], [20.36525, -2.73439, -21.62136], [14.08134, -9.75524, -24.34506], [14.53410, -9.25789, -23.66397], [14.18521, -9.22743, -25.13681], [12.78347, -5.14551, -21.31883], [13.65974, -5.48080, -21.12920], [12.52749, -4.67928, -20.52300]],
  "atomic_forces_ev_per_a": [[-0.2, 0.2, -0.1], [0.2, 0.1, -0.1], [0.0, -0.2, 0.2], [-0.3, -0.1, 0.0], [0.2, -0.2, 0.1], [0.1, 0.3, -0.1], [-0.2, 0.1, -0.2], [0.1, -0.3, 0.0], [0.0, 0.1, 0.2], [-0.1, -0.2, 0.0], [0.1, 0.1, 0.2], [0.0, 0.1, -0.2], [-0.1, 0.0, -0.2], [0.3, -0.1, 0.0], [-0.1, 0.1, 0.2]],
  "nbo_charge": [-0.941, 0.470, 0.471, -0.943, 0.469, 0.474, -0.938, 0.470, 0.468, -0.937, 0.469, 0.467, -0.936, 0.471, 0.465],
  "smiles": "O.O.O.O.O",
  "e_above_lowest_kj_mol": 133.1
}

# 3
{
  "formula": "C5H14N4",
  "method": "ωB97M-V with the def2-TZVPD basis set",
  "symbols": ["C", "C", "C", "N", "C", "H", "H", "H", "H", "H", "H", "H", "H", "H", "C", "N", "N", "N", "H", "H", "H", "H", "H"],
  "positions_angstrom": [[-1.03958, 0.03010, -1.02638], [1.07830, -1.48584, -0.99889], [-0.30033, -1.22712, -0.44966], [-1.16136, -0.05959, -2.47119], [-0.98277, -2.21027, 0.16938], [-1.70883, -0.88544, -2.70756], [-1.68580, 0.74375, -2.81306], [-0.48634, 0.93981, -0.77617], [-2.03446, 0.11310, -0.57170], [1.10702, -1.44302, -2.09125], [1.45731, -2.46924, -0.70274], [1.78125, -0.73872, -0.61884], [-2.00646, -2.07575, 0.50477], [-0.52719, -3.17423, 0.37427], [0.68423, 1.80656, 1.65127], [1.84440, 1.93326, 0.97827], [0.40119, 0.54063, 2.04592], [-0.03315, 2.83086, 1.91581], [1.99897, 1.24951, 0.25203], [1.92257, 2.87116, 0.59745], [-0.50887, 0.36571, 2.44784], [1.00491, -0.22042, 1.76177], [-0.80502, 2.56518, 2.52868]],
  "atomic_forces_ev_per_a": [[0.3, -0.7, 1.2], [0.2, 0.0, 0.3], [-1.4, -0.5, -1.4], [0.0, -0.2, -0.5], [0.4, 0.9, -0.2], [0.1, 0.2, 0.0], [0.2, -0.2, 0.0], [0.0, 0.0, 0.0], [0.2, -0.1, 0.4], [-0.2, 0.2, 0.1], [-0.1, 0.1, 0.1], [0.1, 0.0, -0.1], [0.0, 0.0, -0.1], [0.1, 0.1, 0.1], [-1.5, 0.2, 0.9], [1.5, 0.7, -1.4], [0.0, -0.8, 0.2], [-0.2, 0.2, 0.1], [0.1, -0.1, 0.1], [0.1, -0.2, 0.2], [0.4, -0.3, -0.3], [-0.5, 0.1, 0.3], [0.1, 0.2, -0.1]],
  "nbo_charge": [-0.250, -0.655, 0.030, -0.835, -0.420, 0.354, 0.362, 0.196, 0.172, 0.243, 0.215, 0.191, 0.196, 0.197, 0.564, -0.819, -0.834, -0.791, 0.369, 0.398, 0.398, 0.396, 0.323],
  "smiles": "C=C(C)CN.N=C(N)N",
  "e_above_lowest_kj_mol": 36.9
}

# 4
{
  "formula": "C27H23CuN4O4",
  "method": "ωB97M-V with the def2-TZVPD basis set",
  "symbols": ["Cu", "C", "C", "O", "C", "C", "C", "N", "N", "C", "O", "C", "C", "C", "C", "C", "C", "H", "H", "H", "H", "H", "H", "H", "H", "H", "H", "H", "H", "O", "C", "N", "C", "C", "O", "N", "C", "C", "C", "C", "C", "C", "C", "C", "C", "C", "C", "C", "H", "H", "H", "H", "H", "H", "H", "H", "H", "H", "H"],
  "positions_angstrom": [[-0.09202, -0.03338, -0.01494], [2.90146, -2.40485, -1.66507], [2.11617, -1.61379, -0.63180], [1.21603, -0.84763, -1.10625], [2.45704, -1.78312, 0.69663], [1.89417, -1.09763, 1.79211], [2.36904, -1.42397, 3.18121], [0.97793, -0.19607, 1.61430], [0.47990, 0.57097, 2.61596], [-0.47310, 1.36021, 2.18500], [-0.88354, 1.42898, 0.97434], [-1.05996, 2.27234, 3.18984], [-1.25189, 1.85815, 4.50439], [-1.78169, 2.72778, 5.43821], [-2.11452, 4.02326, 5.07570], [-1.92815, 4.44011, 3.76646], [-1.41943, 3.56528, 2.82439], [3.67468, -1.77129, -2.10121], [3.37157, -3.26889, -1.20722], [2.23216, -2.72504, -2.46066], [3.22573, -2.50642, 0.91962], [3.22851, -2.08678, 3.14211], [2.62648, -0.50630, 3.70553], [1.55785, -1.90901, 3.72220], [-0.98027, 0.85145, 4.77768], [-1.93379, 2.40138, 6.45841], [-2.51513, 4.70760, 5.81366], [-2.17812, 5.45499, 3.48536], [-1.28192, 3.87666, 1.79948], [-3.08309, 0.16860, -1.73087], [-2.82226, -0.87508, -1.17851], [-3.66779, -1.97202, -1.17700], [-3.14493, -3.05384, -0.38353], [-1.76149, -2.43583, 0.02756], [-0.95277, -3.02908, 0.71056], [-1.68027, -1.21107, -0.49976], [-2.83779, -4.28547, -1.19336], [-2.42847, -5.44422, -0.54125], [-2.07629, -6.56608, -1.26753], [-2.12498, -6.54530, -2.65189], [-2.52697, -5.39354, -3.30692], [-2.87585, -4.26762, -2.58322], [-4.03625, -3.31741, 0.80998], [-5.14619, -4.13584, 0.63057], [-6.05666, -4.32897, 1.65182], [-5.87005, -3.69867, 2.87034], [-4.76035, -2.89333, 3.06340], [-3.84806, -2.69539, 2.03898], [-4.65058, -1.85662, -1.35433], [-2.36857, -5.44700, 0.53586], [-1.75983, -7.46322, -0.75326], [-1.83715, -7.41969, -3.21971], [-2.56638, -5.37104, -4.38822], [-3.17073, -3.36325, -3.09476], [-5.28663, -4.62359, -0.32347], [-6.91641, -4.96585, 1.49443], [-6.58448, -3.84017, 3.67008], [-4.60776, -2.40940, 4.01836], [-2.98487, -2.06699, 2.20178]],
  "atomic_forces_ev_per_a": [[-0.2, -0.2, 0.2], [-0.2, 0.2, 0.2], [0.5, -0.4, 0.0], [-0.1, 0.0, -0.4], [0.1, -0.2, -0.4], [-0.2, 0.5, 0.6], [0.0, 0.2, -0.2], [-0.1, -0.1, -1.3], [-0.1, 0.3, 1.3], [0.8, -0.5, 0.2], [-0.4, 0.1, -0.4], [-0.2, 0.2, 0.1], [0.1, 0.0, -0.1], [-0.1, 0.1, 0.2], [0.0, 0.1, 0.1], [-0.1, 0.1, 0.1], [0.0, -0.1, -0.1], [0.0, 0.0, -0.1], [0.1, -0.1, 0.0], [0.0, 0.0, 0.0], [0.0, -0.1, 0.0], [0.0, -0.1, 0.0], [0.0, 0.0, 0.1], [0.0, 0.0, 0.1], [0.1, -0.1, 0.0], [0.0, 0.0, 0.0], [0.0, 0.0, 0.0], [0.0, 0.0, 0.0], [0.0, 0.0, -0.1], [0.0, 0.5, -0.1], [-0.3, -0.4, 0.0], [-0.3, -0.2, -0.2], [0.3, 0.4, 0.1], [-0.6, -0.2, -0.1], [0.2, -0.1, 0.2], [0.7, 1.0, 0.0], [0.0, -0.3, -0.2], [0.0, 0.0, -0.1], [0.0, -0.1, 0.1], [0.0, -0.1, -0.1], [0.0, -0.2, -0.1], [-0.1, 0.1, 0.2], [-0.1, -0.1, 0.0], [0.0, 0.0, 0.0], [-0.2, 0.0, 0.0], [0.0, -0.1, 0.1], [0.0, 0.1, 0.1], [0.1, -0.1, -0.1], [0.0, 0.1, 0.0], [0.0, 0.0, 0.1], [0.0, 0.0, 0.0], [0.0, -0.1, 0.0], [0.0, 0.0, 0.0], [0.0, 0.1, 0.0], [0.0, -0.1, -0.1], [-0.1, 0.0, 0.0], [0.0, 0.0, 0.0], [0.0, 0.0, 0.0], [0.1, 0.1, 0.0]],
  "lowdin_spin": [0.701, 0.004, -0.002, 0.071, 0.008, 0.004, 0.004, 0.090, 0.016, 0.005, 0.062, 0.002, 0.001, 0.000, 0.000, 0.000, 0.000, 0.000, 0.000, 0.000, 0.001, 0.000, 0.000, 0.000, 0.000, 0.000, 0.000, 0.000, 0.000, -0.001, 0.001, 0.001, 0.002, 0.002, -0.001, 0.028, 0.000, 0.000, 0.000, 0.000, 0.000, 0.000, 0.000, 0.000, 0.000, 0.000, 0.000, 0.000, 0.000, 0.000, 0.000, 0.000, 0.000, 0.000, 0.000, 0.000, 0.000, 0.000, 0.000],
  "s_squared": 0.75,
  "total_charge": -1,
  "spin_multiplicity": 2
}

# 5
{
  "formula": "C21H32N6O",
  "method": "ωB97M-V with the def2-TZVPD basis set",
  "symbols": ["C", "H", "H", "H", "C", "N", "C", "C", "C", "N", "H", "C", "N", "C", "C", "H", "H", "C", "N", "C", "C", "C", "N", "H", "H", "N", "C", "O", "C", "H", "C", "H", "C", "C", "H", "C", "H", "H", "H", "H", "H", "H", "H", "C", "C", "H", "H", "H", "H", "H", "H", "H", "H", "H", "H", "C", "H", "H", "H", "H"],
  "positions_angstrom": [[-4.31268, -2.91276, 0.59194], [-4.68105, -3.78366, 1.12722], [-3.94285, -3.22301, -0.38199], [-3.48939, -2.47504, 1.15263], [-5.43182, -1.88703, 0.40922], [-4.90009, -0.72251, -0.26142], [-4.55545, 0.45343, 0.29614], [-3.99978, 1.23321, -0.69928], [-4.05046, 0.40741, -1.83490], [-4.59276, -0.76090, -1.55302], [-3.72457, 0.62641, -2.83294], [-3.36865, 2.58341, -0.57086], [-1.98254, 2.54622, -0.11351], [-1.85873, 2.02270, 1.23665], [-0.42706, 2.17686, 1.74338], [-0.18914, 3.23860, 1.82638], [-0.34809, 1.71850, 2.72940], [0.59700, 1.54382, 0.80017], [0.57152, 0.09814, 0.86513], [1.55276, -0.74564, 0.44915], [1.10467, -2.03354, 0.66186], [-0.17110, -1.86257, 1.20912], [-0.48051, -0.58770, 1.32440], [-0.86564, -2.61723, 1.52052], [1.62856, -2.93999, 0.45099], [2.75133, -0.27491, -0.06708], [3.81978, -1.05174, -0.42810], [3.81905, -2.25684, -0.36766], [4.99420, -0.20766, -0.91318], [4.64719, 0.36564, -1.77846], [5.49130, 0.74416, 0.19943], [5.16506, 0.37559, 1.17462], [7.01508, 0.67514, 0.11738], [7.26997, -0.78426, -0.24266], [7.11123, -1.41265, 0.63438], [6.20301, -1.07861, -1.29710], [6.56517, -0.80532, -2.28817], [5.91994, -2.13028, -1.30993], [8.27833, -0.95694, -0.61445], [7.37664, 1.32439, -0.68191], [7.49325, 0.97371, 1.04913], [5.12002, 1.76212, 0.07517], [2.85097, 0.72651, -0.13789], [0.33569, 2.03816, -0.62979], [-1.12127, 1.80445, -1.01477], [-1.29187, 2.16637, -2.03177], [-1.33466, 0.72220, -0.99432], [0.98431, 1.52286, -1.34165], [0.54689, 3.10773, -0.67128], [1.60038, 1.86264, 1.12320], [-2.52681, 2.59588, 1.88494], [-2.13505, 0.96003, 1.29021], [-3.37749, 3.08774, -1.54166], [-3.92890, 3.19555, 0.14198], [-4.73631, 0.66146, 1.33187], [-6.58991, -2.46044, -0.40101], [-6.23990, -2.71132, -1.39827], [-7.39123, -1.73047, -0.48857], [-6.97857, -3.35367, 0.07990], [-5.78900, -1.55432, 1.39108]],
  "atomic_forces_ev_per_a": [[-0.2, 0.2, 0.1], [0.0, -0.1, 0.1], [0.0, 0.0, -0.1], [0.1, 0.0, 0.0], [-0.1, -0.7, 0.0], [0.1, 0.7, 0.1], [0.1, 0.2, -0.3], [-0.1, 0.0, 0.1], [-0.1, 0.1, 0.4], [-0.1, -0.6, -0.5], [0.1, 0.0, -0.2], [0.0, 0.0, 0.1], [0.1, 0.2, 0.0], [0.0, 0.0, 0.2], [-0.1, -0.2, 0.0], [0.0, 0.0, 0.0], [0.0, 0.0, 0.0], [0.0, 0.6, -0.1], [0.6, -0.4, -0.2], [-0.2, -0.5, 0.1], [0.2, 0.1, -0.1], [0.2, 0.3, -0.1], [-0.7, -0.1, 0.4], [-0.2, -0.1, 0.1], [0.1, -0.1, 0.0], [-0.3, 0.4, 0.1], [0.3, 0.4, -0.3], [-0.1, -0.2, 0.1], [0.0, -0.3, -0.1], [0.0, 0.0, 0.1], [0.1, 0.2, 0.0], [0.0, 0.0, 0.0], [0.0, -0.1, 0.1], [0.0, 0.1, -0.1], [0.0, -0.1, 0.1], [0.0, -0.2, 0.0], [0.0, 0.0, 0.0], [0.0, 0.0, -0.1], [0.1, -0.1, 0.1], [0.0, 0.0, 0.0], [0.0, 0.1, 0.0], [-0.1, 0.0, 0.1], [0.1, -0.1, 0.0], [-0.1, -0.2, 0.0], [0.2, 0.0, -0.1], [0.0, -0.1, 0.0], [0.0, 0.1, -0.1], [0.1, 0.0, 0.0], [0.0, 0.0, 0.0], [-0.2, -0.1, 0.0], [0.0, 0.0, 0.0], [0.0, 0.3, 0.0], [-0.1, 0.0, 0.1], [0.0, 0.0, -0.1], [0.0, 0.0, 0.2], [0.1, 0.1, 0.2], [0.0, -0.1, -0.1], [-0.1, 0.0, 0.0], [0.0, -0.1, 0.1], [0.1, 0.0, -0.2]],
  "nbo_charge": [-0.613, 0.209, 0.223, 0.215, -0.027, -0.162, -0.038, -0.167, -0.055, -0.278, 0.205, -0.225, -0.445, -0.248, -0.396, 0.213, 0.226, -0.041, -0.189, 0.314, -0.360, -0.038, -0.298, 0.205, 0.254, -0.623, 0.703, -0.591, -0.326, 0.223, -0.402, 0.208, -0.397, -0.401, 0.201, -0.408, 0.204, 0.246, 0.213, 0.196, 0.213, 0.208, 0.406, -0.403, -0.236, 0.202, 0.189, 0.204, 0.214, 0.197, 0.194, 0.217, 0.204, 0.204, 0.216, -0.613, 0.232, 0.214, 0.209, 0.200],
  "smiles": "CC(C)n1cc(CN2CCC(n3nccc3NC(=O)C3CCCC3)CC2)cn1",
  "e_above_lowest_kj_mol": 14.4
}

# 6
{
  "formula": "C10H16BCl3F4OTc",
  "method": "ωB97M-V with the def2-TZVPD basis set",
  "symbols": ["C", "C", "C", "C", "C", "C", "C", "C", "C", "C", "Tc", "Cl", "Cl", "Cl", "H", "H", "H", "H", "H", "H", "H", "H", "H", "H", "H", "H", "H", "H", "H", "O", "H", "F", "B", "F", "F", "F"],
  "positions_angstrom": [[1.73072, -1.57499, 0.57205], [2.64134, -0.60320, 0.10004], [2.18956, -0.10941, -1.15016], [3.86002, -0.15098, 0.82633], [0.92364, -0.74844, -1.47161], [0.64172, -1.70634, -0.38386], [-0.19070, -2.87888, -0.56855], [1.89263, -2.41078, 1.76919], [2.93558, 0.87487, -1.96459], [0.42995, -0.96725, -2.86070], [-0.35779, 0.12373, 0.01301], [0.89990, 1.66263, 1.23606], [-0.90913, -0.54407, 2.18323], [-0.36207, 1.89618, -1.56422], [3.72854, -0.25844, 1.90955], [4.08792, 0.89854, 0.61177], [4.73309, -0.74727, 0.53276], [3.12394, 1.80163, -1.39724], [2.37759, 1.14018, -2.86842], [3.91816, 0.47574, -2.26743], [0.36539, -0.02320, -3.40845], [-0.55803, -1.43053, -2.83957], [1.11954, -1.63393, -3.39600], [-0.78840, -2.89560, -1.47278], [-1.25675, -2.93313, 0.44955], [0.32401, -3.80837, -0.33055], [1.99443, -1.79787, 2.66984], [2.79055, -3.03634, 1.68973], [1.02337, -3.06037, 1.88430], [-1.90254, -3.41922, 1.10873], [-2.60825, -2.78436, 1.30569], [-2.27503, 0.36360, -0.16353], [-3.21006, 2.07159, 0.62136], [-2.10962, 2.84688, 0.67691], [-4.08437, 2.25447, -0.37735], [-3.62749, 1.45665, 1.74146]],
  "atomic_forces_ev_per_a": [[0.8, 0.5, -1.0], [-1.1, -0.9, -0.5], [-0.2, -1.0, 0.5], [0.1, 0.1, 0.1], [0.8, -0.1, 0.6], [1.0, -1.4, -1.0], [2.3, 1.1, -1.1], [0.0, -0.2, 0.5], [0.1, 0.4, -0.2], [0.0, 0.2, -0.2], [0.1, 2.1, 0.3], [1.3, 1.1, 0.8], [-0.5, -0.9, 0.9], [-0.1, 0.4, -1.2], [0.0, 0.1, -0.2], [-0.1, -0.1, 0.1], [0.1, 0.0, 0.0], [-0.1, -0.1, -0.1], [0.1, 0.0, 0.2], [-0.1, 0.1, 0.0], [-0.1, -0.1, 0.1], [0.0, 0.1, -0.2], [-0.1, -0.1, 0.0], [-0.1, -0.1, 0.1], [-1.1, -0.5, 1.2], [-0.5, -0.2, 0.4], [-0.1, -0.1, 0.1], [0.1, -0.1, 0.0], [0.0, 0.0, 0.2], [-0.7, -0.2, 0.0], [0.5, 0.1, 0.0], [-2.2, 0.2, -0.2], [1.4, -0.7, -0.1], [-1.2, -0.3, 0.2], [-0.1, 0.1, 0.2], [-0.2, 0.5, -0.4]],
  "lowdin_spin": [0.210, 0.056, 0.235, 0.002, 0.039, 0.075, 0.412, 0.037, 0.045, 0.010, 1.440, 0.077, 0.009, 0.015, 0.000, 0.001, 0.000, 0.010, 0.000, 0.015, 0.001, 0.002, -0.001, 0.021, 0.051, 0.024, 0.007, 0.014, 0.000, 0.120, 0.004, 0.070, -0.001, -0.001, 0.000, 0.000],
  "s_squared": 3.96,
  "total_charge": -2,
  "e_above_lowest_kj_mol": 286.3,
  "spin_multiplicity": 4
}

| no. | total energy (Eh) | largest force on an atom (Eh/bohr) |
| --- | --- | --- |
| 1 | -363.065764 | 0.00781 |
| 2 | -382.173460 | 0.00603 |
| 3 | -417.914447 | 0.04166 |
| 4 | -3203.306922 | 0.02521 |
| 5 | -1223.191635 | 0.01612 |
| 6 | -2351.786246 | 0.05389 |